Entry 1:
ORCA calculation (wB97M-V/def2-TZVPD) on a molecular structure, C8H32BaN2O7 at a distorted geometry.

Summary:
Frontier orbital gap (spin up / spin down)   10.54 / 4.28 eV
Energy   -984.7297 Eh
Total charge   +3
HOMO level (spin up / spin down)   -18.666 / -18.666 eV
Multiplicity   2
E_LUMO (spin up / spin down)   -8.12 / -14.39 eV

Geometry as XYZ:
```
50
C8H32BaN2O7 wB97M-V/def2-TZVPD
Ba -0.367 1.449 -0.466
C -1.295 -2.521 -0.116
C -1.843 -1.627 1.038
C -2.303 -2.432 2.309
O -1.238 -3.215 2.818
C -1.606 -4.034 3.923
N -0.807 -0.651 1.334
H -2.142 -3.101 -0.482
H -0.644 -3.258 0.355
H -0.860 -1.970 -0.950
H -2.715 -1.033 0.765
H -3.109 -3.039 1.897
H -2.761 -1.811 3.078
H -1.995 -3.385 4.707
H -0.853 -4.669 4.389
H -2.397 -4.768 3.769
H 0.025 -1.195 1.507
H -1.023 -0.343 2.272
C 3.985 -0.440 -0.508
C 2.678 0.318 -0.757
C 2.687 0.944 -2.135
O 1.606 1.931 -2.182
C 1.331 2.455 -3.465
N 1.630 -0.660 -0.613
H 3.915 -1.109 0.350
H 4.909 0.102 -0.302
H 4.167 -1.114 -1.345
H 2.353 1.065 -0.032
H 2.478 0.280 -2.973
H 3.609 1.508 -2.278
H 2.270 2.896 -3.799
H 0.654 3.309 -3.446
H 0.999 1.612 -4.071
H 1.838 -1.225 0.198
H 1.763 -1.252 -1.420
O 0.843 1.995 1.890
H 1.121 2.906 1.983
H 1.221 1.550 2.648
O -2.290 3.064 0.837
H -2.468 3.909 1.249
H -3.099 2.566 0.950
O 0.634 4.201 -0.248
H 0.109 4.993 -0.362
H 1.313 4.264 -0.920
O -0.776 0.101 -2.676
H -0.120 -0.527 -2.980
H -1.202 0.409 -3.476
O -3.079 0.718 -0.821
H -3.727 0.862 -0.131
H -3.418 -0.028 -1.316
```

Entry 2:
ORCA calculation (wB97M-V/def2-TZVPD) on 9 unconnected molecules or ions with the total composition C8H32N15O11 at a distorted geometry.

Summary:
Frontier orbital gap   8.97 eV
Energy   -1973.0812 Eh
Total charge   -1
HOMO level   -7.083 eV
ΔE to the lowest compared entry with this formula, charge and spin   0.0 kcal per mole
E_LUMO   1.89 eV

Geometry as XYZ:
```
66
C8H32N15O11 wB97M-V/def2-TZVPD
N 0.450 0.032 -0.259
O -0.610 0.640 -0.277
O 1.444 0.371 0.429
O 0.661 -0.995 -0.903
C -2.597 -2.552 -0.548
O -2.937 -1.207 -0.717
H -3.450 -3.105 -0.941
H -1.714 -2.863 -1.106
H -2.560 -2.872 0.494
H -2.410 -0.689 -0.104
C -2.343 4.289 1.037
O -2.869 5.168 0.497
N -2.621 3.818 2.224
N -1.842 3.277 0.418
H -2.697 2.857 2.527
H -3.246 4.476 2.667
H -1.390 3.388 -0.478
H -1.501 2.529 1.005
C -2.086 1.728 -3.554
O -2.311 1.654 -4.728
N -2.883 1.555 -2.541
N -0.905 1.963 -3.129
H -3.805 1.177 -2.702
H -2.468 1.208 -1.689
H -0.125 2.094 -3.758
H -0.742 1.920 -2.134
C -1.485 -1.564 -4.728
O -1.319 -1.991 -5.866
N -2.507 -1.593 -3.975
N -0.573 -1.264 -3.949
H -3.375 -1.890 -4.397
H -2.392 -1.385 -2.994
H -0.636 -0.707 -3.108
H 0.319 -1.294 -4.422
C -2.384 -1.140 2.909
O -3.407 -0.506 2.790
N -1.286 -0.675 2.428
N -2.246 -2.394 3.402
H -1.193 0.169 1.882
H -0.525 -1.337 2.479
H -1.273 -2.666 3.403
H -2.951 -2.963 3.847
C 3.019 3.502 1.770
O 3.118 4.490 2.396
N 1.872 2.928 1.546
N 4.086 2.875 1.280
H 1.071 3.331 2.011
H 1.811 2.109 0.958
H 5.042 3.137 1.478
H 3.950 2.309 0.455
C 4.374 -1.850 -1.179
O 5.475 -1.828 -1.705
N 3.805 -2.681 -0.427
N 3.441 -0.963 -1.374
H 4.327 -3.484 -0.107
H 2.799 -2.597 -0.415
H 3.832 -0.195 -1.900
H 2.483 -0.975 -1.054
C 2.041 -2.072 3.159
O 0.842 -2.033 3.185
N 2.702 -3.031 3.657
N 2.763 -1.144 2.595
H 3.694 -2.857 3.591
H 2.230 -3.903 3.851
H 2.268 -0.366 2.184
H 3.748 -1.366 2.611
```

Entry 3:
ORCA calculation (wB97M-V/def2-TZVPD) on 8 unconnected molecules or ions with the total composition C8H32N16O8 at a distorted geometry.

Summary:
Frontier orbital gap   9.61 eV
Energy   -1802.1740 Eh
HOMO level   -9.378 eV
ΔE to the lowest compared entry with this formula, charge and spin   159.7 kcal per mole
E_LUMO   0.23 eV

Geometry as XYZ:
```
64
C8H32N16O8 wB97M-V/def2-TZVPD
N 6.901 -29.284 -27.836
C 7.937 -29.380 -27.076
N 8.721 -30.199 -27.572
O 8.123 -28.669 -26.121
H 6.859 -29.908 -28.629
H 6.137 -28.832 -27.354
H 9.624 -30.193 -27.118
H 8.527 -30.679 -28.439
N 0.355 -27.278 -21.043
C 1.303 -27.923 -21.741
N 2.429 -27.227 -21.786
O 1.143 -28.992 -22.284
H -0.558 -27.651 -21.261
H 0.589 -26.779 -20.197
H 3.189 -27.580 -22.350
H 2.650 -26.476 -21.148
N 6.964 -18.856 -32.698
C 7.451 -19.277 -33.782
N 6.566 -19.167 -34.714
O 8.548 -19.833 -33.806
H 7.426 -18.823 -31.801
H 6.273 -18.139 -32.868
H 6.758 -19.384 -35.682
H 5.633 -18.973 -34.378
N 6.790 -23.466 -25.778
C 7.490 -22.505 -26.216
N 8.255 -22.971 -27.200
O 7.471 -21.374 -25.808
H 6.169 -23.296 -25.000
H 6.759 -24.421 -26.105
H 8.854 -22.313 -27.678
H 8.189 -23.961 -27.386
N 12.878 -22.420 -31.911
C 13.867 -21.571 -31.630
N 13.623 -20.356 -31.902
O 14.919 -21.873 -31.139
H 11.965 -22.070 -32.164
H 13.065 -23.406 -32.020
H 12.745 -20.001 -32.252
H 14.428 -19.761 -31.762
N 7.028 -16.021 -20.549
C 6.769 -16.973 -19.746
N 6.308 -18.059 -20.357
O 6.851 -16.776 -18.554
H 7.013 -15.123 -20.086
H 6.993 -16.245 -21.533
H 6.113 -18.867 -19.783
H 6.108 -18.064 -21.348
N 8.923 -15.754 -26.885
C 8.208 -14.629 -26.848
N 8.854 -13.580 -27.406
O 7.128 -14.624 -26.341
H 8.444 -16.601 -26.615
H 9.929 -15.826 -26.933
H 9.770 -13.687 -27.817
H 8.334 -12.714 -27.412
N 8.520 -25.596 -19.615
C 7.270 -25.363 -19.168
N 6.996 -26.125 -18.181
O 6.512 -24.530 -19.611
H 9.089 -26.064 -18.924
H 9.018 -25.005 -20.266
H 7.674 -26.761 -17.787
H 6.238 -25.833 -17.581
```